Here is a cluster of 2 separate species, C4H8FINS in total in a non-equilibrium geometry from the Open Molecules 2025 dataset. Energies are from wB97M-V/def2-TZVPD.

Computed properties:
Relative energy (zero: lowest compared OMol25 entry of this formula, charge and spin) (eV): 0.000
Orbital gap (eV): 8.70
E_HOMO (eV): -14.9
Charge: +1

Each atom is followed by the atoms it is bonded to, with distances in Å.
Geometry (Å):
1 I -2.0559 3.0575 -0.3925  S2 2.410
2 S -1.0468 0.9090 0.0244  I1 2.410, C8 1.845, H13 1.353
3 F -1.3477 -0.0313 -2.3790  C8 1.336
4 N 1.3442 -1.0659 1.8816  C5 1.141
5 C 2.0947 -0.2444 1.6281  N4 1.141, C6 1.461
6 C 3.0346 0.8194 1.2806  C5 1.461, H10 1.088, H14 1.089, H16 1.087
7 C -1.8070 -1.6463 -0.7473  C8 1.504, H9 1.073, H11 1.076, H15 1.072
8 C -1.8960 -0.2072 -1.1737  S2 1.845, F3 1.336, C7 1.504, H12 1.080
9 H -2.7217 -2.1203 -1.0473  C7 1.073
10 H 2.7793 1.7291 1.8203  C6 1.088
11 H -1.6992 -1.7738 0.3154  C7 1.076
12 H -2.9182 0.1400 -1.2101  C8 1.080
13 H 0.1978 1.0317 -0.4908  S2 1.353
14 H 3.0038 1.0108 0.2092  C6 1.089
15 H -1.0052 -2.1266 -1.2714  C7 1.072
16 H 4.0433 0.5183 1.5527  C6 1.087

Mulliken atomic charge list, values in e, 6 entries:
1. I 0.279
2. S -0.026
3. F -0.259
4. N -0.374
5. C 0.353
6. C -0.827



Here is a cluster of 2 separate species, C26H41F3N2O9P in total in a non-equilibrium geometry from the Open Molecules 2025 dataset. Energies are from wB97M-V/def2-TZVPD.

Computed properties:
Orbital gap (eV): 4.25
E_HOMO (eV): -2.8
Charge: -1

Each atom is followed by the atoms it is bonded to, with distances in Å.
Geometry (Å):
1 P -1.8177 3.4454 -0.2638  O8 1.483, C25 1.852, H50 1.404, H56 1.403
2 F -5.4185 -2.5354 -1.4033  C27 1.335
3 F -3.9698 -3.4598 -0.1319  C27 1.338
4 F -3.5295 -3.2294 -2.2451  C27 1.320
5 O -0.5581 -5.6557 -2.0536  C21 1.345
6 O -3.5826 0.7902 4.7052  N14 1.156
7 O -2.5432 1.5351 -1.7974  C25 1.469, C34 1.352
8 O -0.9496 4.0438 0.7786  P1 1.483
9 O -3.4781 0.2528 2.6256  N14 1.437, C38 1.421
10 O -3.4829 -1.4769 -1.0078  C27 1.356, C32 1.427
11 O -0.9064 -0.9258 2.6114  C37 1.193
12 O 1.2121 -0.2722 2.3754  C37 1.340, H42 0.968
13 O -4.6577 1.2816 -1.1315  C34 1.179
14 N -4.1362 0.9413 3.7020  O6 1.156, O9 1.437
15 N 2.9564 -2.2215 0.3148  C16 1.465, C26 1.367, C35 1.368
16 C 1.7695 -3.0757 0.2189  N15 1.465, C22 1.523, H55 1.084, H76 1.092
17 C -0.2518 2.0255 -2.0319  C19 1.525, C25 1.533, H52 1.089, H71 1.084
18 C -1.2937 0.5282 -0.0328  C20 1.586, C23 1.528, C24 1.549, C25 1.594
19 C 1.2064 2.0900 -1.5916  C17 1.525, C41 1.527, H53 1.089, H58 1.084
20 C -2.8473 0.4416 0.2736  C18 1.586, C32 1.539, C34 1.540, C38 1.537
21 C -1.8113 -5.8829 -1.6210  O5 1.345, C39 1.547, H77 1.128, H81 1.127
22 C 0.8031 -2.7198 -0.9033  C16 1.523, C36 1.542, H63 1.100, H79 1.087
23 C -0.4018 0.9107 1.1472  C18 1.528, C37 1.504, H49 1.086, H74 1.082
24 C -0.6602 -0.5670 -0.9268  C18 1.549, C36 1.555, H47 1.083, H70 1.082
25 C -1.3498 1.8051 -0.9850  P1 1.852, O7 1.469, C17 1.533, C18 1.594
26 C 3.0540 -0.8946 0.0004  N15 1.367, C31 1.386, H46 1.070
27 C -4.1059 -2.6656 -1.1996  F2 1.335, F3 1.338, F4 1.320, O10 1.356
28 C 5.0490 -1.5764 0.7772  C31 1.413, C35 1.385, H64 1.074
29 C 3.1596 3.5074 -0.9072  C33 1.526, C41 1.523, H54 1.088, H65 1.091
30 C 3.1655 4.0892 2.1031  C40 1.531, H57 1.085, H72 1.087, H75 1.085
31 C 4.3401 -0.4605 0.2784  C26 1.386, C28 1.413, H60 1.073
32 C -3.5066 -0.9480 0.3177  O10 1.427, C20 1.539, H61 1.081, H82 1.085
33 C 3.6682 4.8094 -0.2962  C29 1.526, C40 1.527, H43 1.090, H66 1.090
34 C -3.5048 1.1267 -0.9390  O7 1.352, O13 1.179, C20 1.540
35 C 4.1681 -2.6453 0.7864  N15 1.368, C28 1.385, H62 1.073
36 C -0.5136 -2.0450 -0.4674  C22 1.542, C24 1.555, H48 1.084, H78 1.069
37 C -0.0989 -0.2055 2.1083  O11 1.193, O12 1.340, C23 1.504
38 C -3.3841 1.1499 1.5276  O9 1.421, C20 1.537, H45 1.087, H67 1.092
39 C -1.9897 -7.2464 -0.9120  C21 1.547, H44 1.093, H73 1.103, H80 1.093
40 C 3.0143 5.1749 1.0344  C30 1.531, C33 1.527, H59 1.086, H69 1.087
41 C 1.6414 3.3805 -0.9001  C19 1.527, C29 1.523, H51 1.084, H68 1.089
42 H 1.3938 -1.1540 2.7320  O12 0.968
43 H 3.5351 5.6188 -1.0136  C33 1.090
44 H -1.7476 -8.0623 -1.5975  C39 1.093
45 H -2.8218 2.0331 1.8208  C38 1.087
46 H 2.1981 -0.3680 -0.3685  C26 1.070
47 H 0.3431 -0.2480 -1.1795  C24 1.083
48 H -0.6981 -2.1910 0.5907  C36 1.084
49 H -0.8420 1.7134 1.7319  C23 1.086
50 H -3.1500 3.3218 0.1614  P1 1.404
51 H 1.3565 3.3002 0.1424  C41 1.084
52 H -0.4783 2.9559 -2.5499  C17 1.089
53 H 1.8033 1.9890 -2.4974  C19 1.089
54 H 3.5653 3.3401 -1.9030  C29 1.088
55 H 2.1335 -4.0899 0.1004  C16 1.084
56 H -1.9065 4.2265 -1.4255  P1 1.403
57 H 3.4742 4.5104 3.0538  C30 1.085
58 H 1.4992 1.2589 -0.9611  C19 1.084
59 H 1.9603 5.3820 0.8745  C40 1.086
60 H 4.7011 0.5416 0.1455  C31 1.073
61 H -2.9517 -1.5878 0.9892  C32 1.081
62 H 4.3495 -3.6581 1.0921  C35 1.073
63 H 0.5408 -3.6647 -1.4027  C22 1.100
64 H 6.0742 -1.5744 1.0978  C28 1.074
65 H 3.5303 2.6875 -0.2900  C29 1.091
66 H 4.7363 4.7053 -0.1059  C33 1.090
67 H -4.3939 1.4828 1.2800  C38 1.092
68 H 1.1683 4.2534 -1.3466  C41 1.089
69 H 3.4861 6.0887 1.3871  C40 1.087
70 H -1.2046 -0.5850 -1.8620  C24 1.082
71 H -0.3663 1.2479 -2.7784  C17 1.084
72 H 3.9097 3.3475 1.8233  C30 1.087
73 H -3.0259 -7.3917 -0.5630  C39 1.103
74 H 0.5476 1.2988 0.8033  C23 1.082
75 H 2.2316 3.5609 2.2667  C30 1.085
76 H 1.2324 -3.0274 1.1687  C16 1.092
77 H -2.1937 -5.1224 -0.8804  C21 1.128
78 H -1.2687 -2.6054 -0.9767  C36 1.069
79 H 1.3001 -2.1308 -1.6701  C22 1.087
80 H -1.3295 -7.3094 -0.0428  C39 1.093
81 H -2.6090 -5.8585 -2.4169  C21 1.127
82 H -4.5408 -0.8552 0.6318  C32 1.085

Mulliken atomic charge list, values in e, 6 entries:
1. P 0.202
2. F -0.298
3. F -0.296
4. F -0.224
5. O -0.894
6. O -0.279



Here is a cluster of 2 separate species, C5H15N2 in total in a non-equilibrium geometry from the Open Molecules 2025 dataset. Energies are from wB97M-V/def2-TZVPD.

Computed properties:
Relative energy (zero: lowest compared OMol25 entry of this formula, charge and spin) (eV): 7.885
Orbital gap (spin up / spin down) (eV): 6.22 / 4.96
E_HOMO (spin up / spin down) (eV): -19.2 / -19.0
Charge: +2
Spin multiplicity: 2

Each atom is followed by the atoms it is bonded to, with distances in Å.
Geometry (Å):
1 N -0.8243 2.1925 -1.4918  H9 1.034, H10 1.029, H14 1.052
2 N -0.8168 1.4123 1.2364  C3 1.405, H11 1.045
3 C 0.5103 1.0081 1.4588  N2 1.405, C5 1.556, H12 1.148, H17 1.090
4 C -0.3684 -1.3606 -0.3521  C6 1.523, C7 1.523, H18 1.093, H19 1.130
5 C 0.7586 -0.4931 1.7839  C3 1.556, C7 1.545, H8 1.087, H15 1.094
6 C -0.0881 -1.5861 -1.8325  C4 1.523, H13 1.104, H16 1.085, H22 1.088
7 C 0.8984 -1.3293 0.4925  C4 1.523, C5 1.545, H20 1.092, H21 1.100
8 H -0.0878 -0.8320 2.3754  C5 1.087
9 H -1.7388 2.1527 -1.9734  N1 1.034
10 H -0.3379 3.0375 -1.8203  N1 1.029
11 H -1.1505 2.0710 1.9759  N2 1.045
12 H 0.4643 1.1710 0.3238  C3 1.148
13 H 0.4349 -2.5483 -1.9723  C6 1.104
14 H -0.9564 2.1562 -0.4488  N1 1.052
15 H 1.6521 -0.6101 2.4037  C5 1.094
16 H 0.5140 -0.7859 -2.2496  C6 1.085
17 H 1.1229 1.7275 2.0025  C3 1.090
18 H -1.0511 -2.1253 0.0286  C4 1.093
19 H -0.8869 -0.3617 -0.2533  C4 1.130
20 H 1.7388 -0.9022 -0.0591  C7 1.092
21 H 1.2379 -2.3427 0.7527  C7 1.100
22 H -1.0252 -1.6513 -2.3812  C6 1.088

Mulliken atomic charge list, values in e, 6 entries:
1. N -0.149
2. N -0.390
3. C 0.151
4. C 0.004
5. C -0.485
6. C -1.314



Here is an isolated molecule of C4H7N3O in a non-equilibrium geometry from the Open Molecules 2025 dataset. Energies are from wB97M-V/def2-TZVPD.

Computed properties:
Relative energy (zero: lowest compared OMol25 entry of this formula, charge and spin) (eV): 2.061
Orbital gap (eV): 9.62
E_HOMO (eV): -9.0
SMILES string: [H]/N=C(/N)N1CC(=O)C1

Each atom is followed by the atoms it is bonded to, with distances in Å.
Geometry (Å):
1 O -1.5964 2.8594 0.1243  C6 1.199
2 N -0.2892 -0.0781 0.0037  C5 1.505, C7 1.411, C8 1.506
3 N 0.3425 -2.0669 1.1363  C7 1.280, H15 1.023
4 N 1.0137 -1.6853 -1.0890  C7 1.413, H12 0.980, H13 1.034
5 C -0.1752 1.0328 -1.0047  N2 1.505, C6 1.558, H9 1.091, H11 1.067
6 C -0.9376 1.8595 0.0733  O1 1.199, C5 1.558, C8 1.535
7 C 0.4484 -1.2729 0.1380  N2 1.411, N3 1.280, N4 1.413
8 C -0.6372 0.8203 1.1618  N2 1.506, C6 1.535, H10 1.102, H14 1.095
9 H 0.8308 1.4509 -0.9426  C5 1.091
10 H 0.2982 1.0007 1.7150  C8 1.102
11 H -0.4674 0.9604 -2.0285  C5 1.067
12 H 0.9939 -1.2517 -1.9675  N4 0.980
13 H 1.6999 -2.4577 -1.1232  N4 1.034
14 H -1.3905 0.4627 1.8722  C8 1.095
15 H -0.1339 -1.6340 1.9310  N3 1.023

Mulliken atomic charge list, values in e, 6 entries:
1. O -0.515
2. N -0.092
3. N -0.742
4. N -0.373
5. C -0.553
6. C 0.329



Here is an isolated molecule of C3H7N3Si in a non-equilibrium geometry from the Open Molecules 2025 dataset. Energies are from wB97M-V/def2-TZVPD.

Computed properties:
Relative energy (zero: lowest compared OMol25 entry of this formula, charge and spin) (eV): 1.941
Orbital gap (eV): 9.95
E_HOMO (eV): -9.2
SMILES string: C[SiH2]n1cncn1

Each atom is followed by the atoms it is bonded to, with distances in Å.
Geometry (Å):
1 Si 1.1095 0.9121 0.3714  N2 1.710, C6 1.902, H9 1.485, H11 1.526
2 N -0.5145 0.5983 -0.0619  Si1 1.710, N3 1.309, C5 1.729
3 N -1.5865 1.3215 0.1400  N2 1.309, C7 1.336
4 N -2.4644 -0.6574 -0.4497  C5 1.253, C7 1.324
5 C -1.2429 -0.9328 -0.4017  N2 1.729, N4 1.253, H10 1.136
6 C 2.0368 -0.7079 0.0084  Si1 1.902, H8 1.115, H13 1.125, H14 1.093
7 C -2.6856 0.5864 -0.0543  N3 1.336, N4 1.324, H12 1.057
8 H 1.9230 -0.8689 -1.0894  C6 1.115
9 H 1.6838 2.1114 -0.2898  Si1 1.485
10 H -0.5746 -1.8253 -0.6219  C5 1.136
11 H 1.3415 0.7030 1.8648  Si1 1.526
12 H -3.6869 0.9148 -0.1373  C7 1.057
13 H 3.1121 -0.5598 0.3026  C6 1.125
14 H 1.5488 -1.5954 0.4188  C6 1.093

Mulliken atomic charge list, values in e, 6 entries:
1. Si 0.165
2. N 0.647
3. N -0.759
4. N -0.483
5. C 0.139
6. C -0.923



Here is a cluster of 5 separate species, C19H36NO13P2 in total in a non-equilibrium geometry from the Open Molecules 2025 dataset. Energies are from wB97M-V/def2-TZVPD.

Computed properties:
Orbital gap (eV): 8.38
E_HOMO (eV): -12.4
Charge: +1

Each atom is followed by the atoms it is bonded to, with distances in Å.
Geometry (Å):
1 P -3.2579 -0.5244 3.3197  P2 2.205, N16 1.607, H46 1.426, H53 1.421
2 P -2.0469 -0.0963 1.5272  P1 2.205, O11 1.647, H62 1.429, H64 1.427
3 O 3.3379 1.8185 -4.0824  C18 1.433, C33 1.362
4 O 1.6677 -3.7760 -0.0693  C19 1.186
5 O -2.8290 2.5045 5.6950  C21 1.348, C35 1.441
6 O 0.9164 -4.5783 -2.0314  C17 1.434, C19 1.352
7 O 4.5058 0.2283 -5.1457  C32 1.433, C33 1.356
8 O -0.2663 -3.0189 -0.9402  C19 1.363, C22 1.436
9 O 5.2629 1.0569 -3.1931  C33 1.185
10 O -1.6392 1.7749 3.9296  C21 1.200
11 O -0.4592 -0.5257 1.6085  P2 1.647, C34 1.452
12 O -0.6880 3.1195 -3.6831  C24 1.429, C26 1.357
13 O 0.1024 1.0427 -3.3949  C26 1.362, C30 1.435
14 O -0.9965 1.5732 -5.2915  C26 1.186
15 O -0.6602 2.0552 5.9374  C21 1.345, C28 1.436
16 N -4.6533 -1.1727 2.8559  P1 1.607, H65 1.021
17 C -0.3490 -4.4837 -2.6996  O6 1.434, C22 1.504, C23 1.511, H47 1.094
18 C 2.7799 1.6949 -5.3968  O3 1.433, C32 1.503, H59 1.093, H71 1.088
19 C 0.8545 -3.7944 -0.9320  O4 1.186, O6 1.352, O8 1.363
20 C -3.3404 3.6511 7.7832  C35 1.511, H36 1.090, H42 1.091, H44 1.091
21 C -1.7019 2.0836 5.0871  O5 1.348, O10 1.200, O15 1.345
22 C -0.8263 -3.1273 -2.2583  O8 1.436, C17 1.504, H52 1.094, H63 1.089
23 C -0.1859 -4.6199 -4.1959  C17 1.511, H49 1.090, H61 1.092, H68 1.091
24 C -0.3027 3.0111 -2.3115  O12 1.429, C30 1.505, H37 1.095, H60 1.089
25 C 3.4041 0.1651 -7.3097  C32 1.511, H45 1.091, H51 1.091, H67 1.091
26 C -0.5696 1.8831 -4.2291  O12 1.357, O13 1.362, O14 1.186
27 C 1.2398 -1.9622 2.5567  C29 1.568, C34 1.564, H41 1.103, H55 1.107
28 C -1.0694 2.7525 7.1237  O15 1.436, C35 1.504, H43 1.088, H66 1.093
29 C 1.6641 -0.8065 3.5272  C27 1.568, H50 1.107, H56 1.107, H70 1.109
30 C 0.6500 1.8468 -2.3402  O13 1.435, C24 1.505, C31 1.511, H39 1.093
31 C 0.7086 1.0712 -1.0449  C30 1.511, H38 1.091, H40 1.094, H57 1.091
32 C 3.2425 0.3271 -5.8158  O7 1.433, C18 1.503, C25 1.511, H69 1.095
33 C 4.4503 1.0332 -4.0559  O3 1.362, O7 1.356, O9 1.185
34 C -0.2537 -1.8757 2.1013  O11 1.452, C27 1.564, H48 1.128, H58 1.107
35 C -2.5587 2.5471 7.1095  O5 1.441, C20 1.511, C28 1.504, H54 1.094
36 H -3.0492 3.7557 8.8284  C20 1.090
37 H -1.1999 2.8234 -1.7121  C24 1.095
38 H 1.0180 1.7081 -0.2150  C31 1.091
39 H 1.6545 2.1585 -2.6370  C30 1.093
40 H -0.2635 0.6282 -0.8112  C31 1.094
41 H 1.4379 -2.9268 3.0534  C27 1.103
42 H -3.1856 4.6039 7.2737  C20 1.091
43 H -0.5953 2.3280 8.0064  C28 1.088
44 H -4.4097 3.4410 7.7391  C20 1.091
45 H 4.1651 0.8465 -7.6941  C25 1.091
46 H -2.6180 -1.4447 4.2013  P1 1.426
47 H -0.9953 -5.2791 -2.3157  C17 1.094
48 H -0.3673 -2.6093 1.2519  C34 1.128
49 H 0.1593 -5.6227 -4.4498  C23 1.090
50 H 1.0806 0.1264 3.4077  C29 1.107
51 H 3.7379 -0.8457 -7.5479  C25 1.091
52 H -0.4348 -2.3097 -2.8704  C22 1.094
53 H -3.5210 0.6603 4.0592  P1 1.421
54 H -2.8320 1.5769 7.5350  C35 1.094
55 H 1.8716 -1.8808 1.6519  C27 1.107
56 H 1.5829 -1.1023 4.5907  C29 1.107
57 H 1.4153 0.2441 -1.1300  C31 1.091
58 H -0.9555 -2.1988 2.8943  C34 1.107
59 H 3.1792 2.4990 -6.0206  C18 1.093
60 H 0.1687 3.9304 -1.9678  C24 1.089
61 H 0.5673 -3.9238 -4.5696  C23 1.092
62 H -2.0604 1.3188 1.3269  P2 1.429
63 H -1.9130 -3.0570 -2.2233  C22 1.089
64 H -2.6094 -0.7134 0.3694  P2 1.427
65 H -4.7143 -2.1079 3.2598  N16 1.021
66 H -0.7752 3.8005 7.0290  C28 1.093
67 H 2.4636 0.3530 -7.8290  C25 1.091
68 H -1.1283 -4.4349 -4.7125  C23 1.091
69 H 2.5863 -0.4547 -5.4195  C32 1.095
70 H 2.7112 -0.5430 3.2735  C29 1.109
71 H 1.6953 1.7733 -5.3664  C18 1.088

Mulliken atomic charge list, values in e, 6 entries:
1. P 0.514
2. P 0.309
3. O -0.364
4. O -0.500
5. O -0.344
6. O -0.363